{
  "formula": "C3H7N5",
  "method": "the ωB97M-V functional and the def2-TZVPD basis",
  "total_energy_ev": -10671.0491,
  "gap_ha": [0.293, 0.288],
  "largest_force_ha_per_bohr": 0.028,
  "symbols": ["C", "C", "C", "N", "N", "N", "N", "N", "H", "H", "H", "H", "H", "H", "H"],
  "xyz": [[2.23, 0.30, -0.36], [-0.17, 1.31, 0.25], [-1.24, -0.68, -0.30], [-1.39, -1.64, 0.65], [-0.02, 0.07, -0.10], [1.07, -0.52, -0.53], [-0.24, 2.05, 1.24], [-1.99, -0.33, -1.25], [-0.57, -1.91, 1.17], [-2.07, -2.37, 0.48], [-0.38, 3.04, 1.09], [-2.83, -0.89, -1.36], [2.10, 1.26, -0.90], [3.08, -0.23, -0.77], [2.43, 0.55, 0.69]],
  "nbo_charge": [-0.467, 0.427, 0.592, -0.814, -0.208, -0.350, -0.624, -0.669, 0.409, 0.398, 0.372, 0.348, 0.182, 0.216, 0.186]
}